DFT (wB97M-V/def2-TZVPD) results for C2H7F2NO4PS2 as an isolated structure.

Last column: natural (NBO) charge in e.
Element x y z (Å)
C 3.87 1.77 0.52  -0.437
C 2.85 1.03 0.08  -0.510
P 1.05 1.62 0.24  0.647
H 4.86 1.38 0.72  0.187
H 3.71 2.84 0.69  0.174
H 3.05 0.07 -0.38  0.201
H 1.52 2.97 0.18  -0.069
H 0.66 0.87 -0.89  -0.021
H 0.98 1.05 1.53  -0.003
H -0.32 2.12 0.38  -0.175
N -2.33 -0.95 -0.03  -1.232
S -3.75 -1.53 -0.46  2.515
O -4.19 -2.64 0.31  -0.938
O -3.99 -1.54 -1.87  -0.935
F -4.61 -0.31 0.07  -0.506
S -1.08 -1.86 -0.30  2.523
O 0.06 -1.37 0.41  -0.966
O -0.91 -2.29 -1.65  -0.941
F -1.43 -3.21 0.47  -0.512

Summary:
Total charge = -1
Highest occupied orbital energy = -5.6605 eV
E_tot = -48260.44781 eV
E_LUMO = 3.29 eV
Energy above the lowest of the compared OMol25 structures with the same formula, charge and spin = 0.000 eV